## a
Formula: C60H165N15O15
Source: the OMol25 dataset
Level of theory: ωB97M-V/def2-TZVPD

Structure (ORCA input):
```
! wB97M-V def2-TZVPD RIJCOSX def2/J DEFGRID3
* xyz 0 1
O -1.578 1.978 -0.802
O 5.271 -1.057 -1.272
O 3.515 2.830 -3.883
O -6.753 -1.307 -3.463
O 0.964 -0.848 -4.890
O -0.311 -6.005 -2.491
O -2.603 3.424 3.558
O 3.492 -5.424 2.513
O 3.908 -0.171 5.003
O -1.504 -0.187 6.531
O 2.171 5.196 -0.123
O 4.671 3.695 3.783
O -5.994 -0.043 2.669
O -1.366 3.291 -5.678
O -3.832 -3.739 1.144
N -8.163 2.245 4.451
N 0.558 -0.639 0.572
N 1.496 -3.727 -0.233
N 2.930 -2.213 2.157
N 6.948 -3.343 -1.178
N 0.573 -4.503 2.672
N -1.093 -2.315 4.749
N 1.693 5.889 -2.934
N -5.926 4.679 4.533
N 0.889 6.177 -6.062
N 2.336 -3.421 -7.200
N 2.014 3.293 4.569
N 4.936 4.520 -1.005
N -4.044 -0.865 -4.215
N -2.368 -2.937 -2.087
C -0.198 5.258 -6.411
C 3.833 -1.194 -1.252
C 4.275 3.839 5.135
C -0.458 4.883 -7.820
C -2.310 -1.143 2.969
C -2.014 2.846 2.452
C -4.530 4.454 4.610
C -7.168 0.721 2.816
C -8.000 -0.019 5.148
C -1.461 -0.964 4.209
C -5.143 0.027 -4.482
C 3.440 -2.383 -5.192
C 4.567 -5.717 1.545
C 3.838 3.051 -2.519
C 6.288 3.667 -2.807
C -4.855 -3.453 -1.593
C -0.784 0.834 -0.807
C -5.908 -0.796 1.448
C -0.500 0.882 6.530
C -0.689 -7.341 -2.287
C -4.272 3.859 5.975
C 1.269 -1.522 -6.061
C 3.195 -0.692 3.904
C 0.940 -4.225 -1.543
C 2.844 4.295 5.262
C -5.811 -0.128 -5.874
C 0.946 4.788 -0.764
C -2.904 -3.689 0.066
C -0.755 5.951 -2.252
C 2.529 1.883 -4.097
C 0.734 5.915 -1.739
C 1.091 -5.826 3.004
C 2.375 4.729 1.242
C -7.641 -1.621 -2.425
C -0.038 -6.840 2.648
C -2.223 -0.252 5.280
C 0.204 -5.499 -1.277
C 2.088 -2.788 -5.859
C 2.008 -4.534 -2.455
C 2.340 -6.126 2.086
C 7.791 -2.775 -3.462
C -1.350 2.018 -5.044
C -6.128 -0.045 -3.322
C -7.348 1.098 4.336
C 3.818 -1.958 3.373
C 2.320 4.310 6.706
C 3.450 -0.704 6.259
C -0.155 3.952 -5.621
C -2.789 1.864 -1.423
C 5.882 -1.496 -2.477
C 5.392 2.539 3.441
C 0.059 -1.376 -3.925
C -3.471 -2.946 -1.108
C 7.146 -2.246 -2.156
C -0.082 0.651 0.516
C 1.001 1.685 0.742
C -4.067 3.561 3.526
C 4.884 4.128 -2.415
C 5.254 -1.650 3.001
C -3.281 -4.441 2.247
H 6.960 4.538 -2.677
H 6.712 2.865 -2.166
H 1.327 4.777 6.601
H -6.934 0.673 -3.418
H -1.737 -1.564 2.205
H -4.029 5.421 4.571
H -2.402 1.853 2.225
H 6.183 -0.618 -3.101
H -2.576 0.774 4.982
H 0.904 -6.217 -0.949
H 3.001 3.296 -1.874
H -1.873 -2.725 5.179
H -1.472 -7.466 -1.501
H -8.126 0.191 2.621
H -0.024 0.831 -1.634
H -0.891 6.755 -2.997
H 5.033 4.418 5.743
H 7.088 -3.513 -3.794
H 6.410 2.685 3.013
H 2.330 1.672 -5.177
H 0.349 -1.721 -6.710
H 4.233 2.122 -2.102
H 0.255 -7.895 2.899
H -0.296 1.247 7.537
H 2.475 6.420 -2.645
H 2.607 -7.193 2.142
H -4.152 -4.538 2.890
H 1.397 4.745 1.732
H -0.881 0.786 1.289
H -0.525 -0.444 4.016
H 1.555 -3.527 -5.269
H -1.084 -7.629 -3.271
H 1.011 3.415 4.709
H 6.430 3.432 -3.886
H -2.274 1.592 -5.375
H 3.738 -2.856 4.023
H -3.123 -1.806 3.236
H 4.037 5.017 -0.808
H 0.231 4.091 -4.559
H 4.201 2.830 5.575
H 3.123 -3.096 1.801
H 3.379 -0.549 -2.043
H 1.000 6.753 -1.145
H 6.342 -2.990 -0.467
H 1.777 5.742 -6.454
H -8.723 -1.431 -2.656
H 4.230 -5.261 0.597
H 0.896 3.873 -1.305
H -4.294 3.977 2.519
H 1.707 -2.728 -0.259
H 3.214 -1.481 1.499
H -0.127 -1.439 0.499
H 0.355 -0.898 -2.976
H -3.139 -0.846 5.571
H 4.479 5.038 -3.013
H -6.248 5.136 3.726
H 2.695 3.683 1.394
H -0.948 5.026 -2.792
H -8.047 0.341 6.205
H -5.558 0.109 -2.406
H -1.390 -0.071 -1.004
H 3.493 -2.231 -1.429
H 0.163 4.790 0.037
H 0.438 4.297 -8.169
H 2.682 5.337 4.934
H -0.615 -5.280 -0.541
H -0.931 -6.703 3.292
H -5.600 -0.324 0.509
H -0.481 -2.193 5.547
H 1.491 -3.638 -7.754
H 5.443 1.751 4.234
H 5.690 -2.475 2.425
H -4.985 0.215 -6.575
H -6.778 0.402 -6.106
H -2.629 -4.658 -0.324
H 1.260 -3.810 2.809
H -2.166 3.390 1.541
H 3.796 -1.343 -5.506
H 2.461 -0.346 6.461
H 4.112 -0.439 7.091
H -1.003 -1.097 -4.212
H -0.239 -4.336 3.252
H 5.520 -5.292 1.808
H -5.290 -1.684 1.643
H -1.103 5.804 -6.127
H 2.883 0.987 -3.607
H 1.558 2.129 -3.694
H -1.307 2.091 -3.950
H 0.950 -0.832 1.505
H 2.123 -5.891 1.025
H 1.775 1.751 -0.064
H -0.516 1.404 -5.467
H -4.736 2.884 6.089
H 5.285 -0.712 2.422
H 1.607 -4.837 -3.414
H 1.939 -0.866 -6.658
H -6.369 5.099 5.352
H 7.870 -1.945 -4.202
H 3.452 -1.790 6.166
H -0.742 5.676 -8.488
H 3.158 5.392 1.696
H -6.313 1.269 4.635
H 0.997 6.250 -5.024
H 3.520 -0.861 -0.257
H 2.936 -2.837 -7.752
H -2.794 -5.339 1.958
H 1.316 -5.835 4.106
H -6.867 -1.242 1.158
H 2.327 3.253 6.975
H -3.176 0.879 -1.471
H -6.046 -1.201 -6.072
H 4.648 -6.776 1.457
H -5.227 -2.993 -2.534
H -3.165 3.808 6.117
H 5.870 -1.423 3.898
H -7.074 1.639 2.242
H 4.814 2.051 2.667
H 0.106 -8.058 -1.999
H 2.550 -5.359 -2.154
H 0.462 0.486 6.195
H -2.609 -2.364 -2.900
H -3.276 -0.656 -4.827
H 5.236 -2.089 -3.065
H 0.518 3.353 -6.217
H 7.787 -1.507 -1.639
H -2.723 2.225 -2.488
H -3.598 -1.925 -0.705
H 2.717 -3.767 -2.682
H -7.331 -1.175 -1.437
H -5.693 -3.374 -0.865
H -0.303 -6.786 1.577
H 0.189 -2.462 -3.870
H 0.328 -3.456 -2.030
H -1.968 -3.258 0.417
H -4.746 -4.538 -1.834
H 8.796 -3.314 -3.457
H -4.578 2.588 3.681
H 0.911 -3.990 0.557
H 5.630 5.209 -0.708
H -4.273 -1.857 -4.351
H 3.385 -2.229 -4.121
H 6.461 -4.188 -1.542
H -2.473 -3.951 2.766
H 1.403 1.450 1.716
H -7.574 -2.684 -2.360
H -8.928 -0.236 4.689
H -7.588 3.123 4.460
H -1.465 6.056 -1.486
H 4.195 -3.105 -5.437
H 2.031 4.987 -3.223
H 2.975 4.913 7.399
H -7.470 -0.926 5.157
H -2.767 -0.191 2.712
H -3.488 2.517 -0.921
H 0.536 2.637 0.802
H 2.203 3.270 3.543
H 3.204 0.185 3.210
H -1.966 -3.812 -2.330
H -4.732 4.471 6.693
H -8.920 2.239 5.110
H 2.160 -0.935 4.207
H -1.365 4.236 -7.959
H -0.925 2.794 2.566
H -4.748 1.025 -4.379
H -0.791 1.721 5.917
*
```


## b
Formula: C60H165N15O15
Source: the OMol25 dataset
Level of theory: ωB97M-V/def2-TZVPD

Structure (ORCA input):
```
! wB97M-V def2-TZVPD RIJCOSX def2/J DEFGRID3
* xyz 0 1
O 14.876 26.425 -17.287
O 23.774 26.365 -11.575
O 17.705 29.938 -6.248
O 11.804 22.097 -11.164
O 18.295 28.853 -16.838
O 22.862 23.660 -17.403
O 14.417 29.498 -10.870
O 22.749 21.943 -6.327
O 18.341 19.130 -16.581
O 12.136 19.845 -8.030
O 18.112 18.385 -11.104
O 15.112 19.495 -5.672
O 11.885 24.003 -7.565
O 14.225 19.982 -14.639
O 17.013 22.827 -10.753
N 20.514 24.928 -15.983
N 21.502 24.657 -8.386
N 12.997 18.079 -4.735
N 18.374 26.984 -5.865
N 10.416 19.117 -5.918
N 10.288 19.768 -10.353
N 21.124 23.929 -11.198
N 14.454 26.175 -11.026
N 17.286 23.792 -18.712
N 14.658 26.283 -6.886
N 19.821 17.742 -14.299
N 19.850 22.309 -17.804
N 19.076 25.059 -12.797
N 13.074 23.357 -15.237
N 18.203 27.097 -14.510
C 18.347 18.328 -12.461
C 24.278 26.365 -10.261
C 18.505 27.830 -7.036
C 23.692 23.140 -18.452
C 16.198 24.420 -17.913
C 19.148 28.989 -15.641
C 18.308 22.733 -13.051
C 10.600 21.219 -4.782
C 22.690 22.771 -7.465
C 21.538 25.677 -16.682
C 20.888 20.838 -16.087
C 13.948 18.863 -13.882
C 16.355 19.771 -6.341
C 16.538 30.754 -6.110
C 19.802 20.995 -17.220
C 22.573 26.089 -15.592
C 20.943 18.713 -12.454
C 14.686 22.760 -13.607
C 14.039 17.592 -2.637
C 13.724 28.577 -11.715
C 18.730 26.880 -8.229
C 14.238 26.564 -13.434
C 18.340 20.555 -16.854
C 19.633 28.673 -13.269
C 17.013 18.757 -16.121
C 12.082 23.480 -10.937
C 17.491 24.140 -11.113
C 12.081 20.654 -6.873
C 10.442 23.936 -7.666
C 12.471 25.236 -7.186
C 14.549 27.675 -17.788
C 22.863 23.583 -12.797
C 22.460 24.379 -11.480
C 10.696 20.542 -6.134
C 10.234 20.329 -11.681
C 20.225 22.635 -8.534
C 10.555 21.865 -11.816
C 18.534 28.444 -14.312
C 8.969 19.899 -12.395
C 15.931 25.903 -18.143
C 19.747 17.881 -12.855
C 14.434 23.968 -6.178
C 17.252 19.369 -10.710
C 17.920 24.185 -12.631
C 13.333 20.102 -8.736
C 13.957 25.011 -7.139
C 21.294 23.394 -7.761
C 24.001 21.489 -6.039
C 13.859 18.609 -3.717
C 19.052 29.339 -17.975
C 16.185 22.681 -9.583
C 16.745 24.195 -16.493
C 13.960 29.449 -9.510
C 13.958 22.286 -14.824
C 17.491 28.999 -7.258
C 22.076 24.780 -17.803
C 22.409 25.849 -11.638
C 13.259 21.013 -14.504
C 15.281 19.024 -4.356
C 14.519 27.290 -12.016
H 22.963 25.204 -15.088
H 18.056 23.320 -18.260
H 15.508 23.877 -6.341
H 9.847 24.051 -6.760
H 10.120 22.984 -8.089
H 19.151 22.370 -12.462
H 23.383 26.754 -15.889
H 22.072 23.640 -13.544
H 13.309 18.203 -14.469
H 10.143 24.656 -8.429
H 12.998 23.265 -16.240
H 16.732 24.920 -11.052
H 9.605 21.098 -4.354
H 15.766 26.022 -19.214
H 16.193 20.299 -7.280
H 13.186 26.296 -13.537
H 19.906 28.697 -18.190
H 16.942 31.622 -5.587
H 15.308 28.376 -17.440
H 19.846 17.037 -12.172
H 17.083 18.594 -15.045
H 13.640 21.147 -8.782
H 17.832 17.452 -12.855
H 19.193 26.433 -5.652
H 24.075 20.503 -5.581
H 21.071 22.940 -11.392
H 15.651 26.112 -6.814
H 21.100 26.569 -17.129
H 23.054 24.017 -10.641
H 13.588 28.038 -17.426
H 18.930 26.532 -14.924
H 11.135 18.685 -5.356
H 14.151 23.124 -12.731
H 16.928 23.088 -19.341
H 21.979 26.745 -14.955
H 16.833 18.828 -6.605
H 19.425 30.037 -15.528
H 18.671 22.733 -14.079
H 20.534 28.080 -13.426
H 14.423 26.481 -5.924
H 17.611 29.400 -8.264
H 22.952 22.511 -12.624
H 10.880 20.257 -9.697
H 19.568 30.289 -17.832
H 18.376 29.377 -18.828
H 24.048 22.202 -18.026
H 17.342 19.360 -9.623
H 23.041 22.258 -8.360
H 15.585 30.554 -5.621
H 12.108 24.018 -11.885
H 18.225 24.401 -10.351
H 20.900 24.145 -15.476
H 14.575 27.757 -18.875
H 20.056 28.398 -15.760
H 20.751 17.554 -14.646
H 18.171 21.008 -15.878
H 13.338 19.727 -9.760
H 20.896 19.686 -12.943
H 21.276 24.412 -18.446
H 16.849 26.485 -18.059
H 16.496 23.294 -8.737
H 14.165 26.581 -10.148
H 17.544 27.144 -15.274
H 18.162 27.562 -5.064
H 17.492 20.404 -10.954
H 10.481 18.569 -6.764
H 15.939 18.157 -4.411
H 17.142 24.628 -13.253
H 14.765 18.207 -13.583
H 19.714 22.079 -7.749
H 12.694 28.316 -11.469
H 19.501 23.175 -9.145
H 12.502 20.919 -15.283
H 13.077 23.532 -10.496
H 20.770 21.974 -9.209
H 15.488 23.468 -13.815
H 12.231 25.695 -6.226
H 14.842 25.729 -13.785
H 19.260 28.429 -12.274
H 14.222 19.721 -8.234
H 12.852 20.432 -6.136
H 15.130 22.876 -9.772
H 8.149 20.308 -11.806
H 16.765 17.765 -16.497
H 17.756 26.504 -8.541
H 19.581 22.157 -18.766
H 20.792 22.662 -17.893
H 20.379 24.228 -11.811
H 21.555 24.468 -9.377
H 11.184 20.726 -4.004
H 23.836 23.846 -13.214
H 20.861 23.662 -6.797
H 20.025 20.292 -18.022
H 13.642 25.607 -11.220
H 20.545 24.979 -8.393
H 21.766 26.414 -10.963
H 13.201 18.647 -5.545
H 13.494 19.535 -3.272
H 17.708 29.025 -13.904
H 23.563 26.482 -9.447
H 12.148 21.730 -7.029
H 11.047 19.729 -12.090
H 9.872 20.730 -6.823
H 14.191 24.373 -5.196
H 14.570 30.199 -9.006
H 13.973 22.987 -6.060
H 23.342 22.816 -19.433
H 15.371 21.974 -13.288
H 19.171 27.374 -9.094
H 13.733 29.233 -12.586
H 17.564 24.897 -16.338
H 14.450 16.644 -2.984
H 17.534 20.870 -17.516
H 20.018 29.687 -13.159
H 25.031 27.153 -10.232
H 21.872 18.263 -12.802
H 8.955 20.446 -13.338
H 17.489 22.014 -13.072
H 12.709 21.083 -13.566
H 24.639 21.345 -6.912
H 22.544 25.387 -18.578
H 20.712 19.932 -15.507
H 20.959 18.929 -11.386
H 20.070 24.428 -16.740
H 23.342 23.604 -7.204
H 13.087 17.359 -2.161
H 24.933 25.498 -10.177
H 9.468 20.113 -9.875
H 19.473 18.596 -14.713
H 12.175 25.977 -7.928
H 19.238 25.938 -8.021
H 13.582 24.229 -15.190
H 19.467 24.770 -13.682
H 15.956 24.435 -15.781
H 14.524 27.264 -14.219
H 22.081 26.179 -12.624
H 14.651 22.150 -15.654
H 16.192 31.239 -7.023
H 15.550 27.637 -12.084
H 12.924 29.781 -9.580
H 16.487 28.576 -7.220
H 8.924 18.822 -12.554
H 24.542 22.102 -5.319
H 13.183 17.140 -5.055
H 17.039 20.339 -5.709
H 16.195 19.445 -16.331
H 14.561 17.927 -1.741
H 16.131 21.631 -9.297
H 17.091 23.205 -16.195
H 24.500 23.824 -18.712
H 15.674 19.754 -3.648
H 17.981 19.234 -12.944
H 14.034 28.427 -9.140
H 11.063 22.204 -4.849
H 9.795 22.337 -11.194
H 21.895 20.808 -16.502
H 18.747 25.958 -13.121
H 19.456 28.334 -6.863
H 14.245 24.713 -8.146
H 20.734 21.621 -15.344
H 16.265 19.077 -11.067
H 15.265 23.861 -17.992
H 10.566 22.250 -12.836
H 13.322 19.037 -13.007
H 11.341 23.861 -10.235
*
```


Ranking the structures above by stability puts a first and b last.